(1)
{
  "formula": "C25H42BaBrNO6",
  "method": "the ωB97M-V functional and the def2-TZVPD basis",
  "symbols": ["Ba", "C", "C", "O", "C", "C", "O", "C", "C", "O", "C", "C", "O", "H", "H", "H", "H", "H", "H", "H", "H", "H", "H", "H", "H", "H", "H", "H", "H", "C", "C", "C", "C", "C", "C", "C", "Br", "C", "O", "C", "C", "C", "C", "C", "C", "H", "H", "H", "H", "H", "H", "H", "H", "H", "H", "H", "H", "H", "H", "H", "H", "H", "H", "H", "H", "N", "C", "O", "C", "C", "H", "H", "H", "H", "H", "H"],
  "xyz": [[-0.866, 0.575, 0.033], [2.790, 2.100, 0.331], [2.061, 2.519, 1.593], [1.138, 1.546, 2.024], [1.532, 0.657, 3.040], [2.455, -0.449, 2.550], [1.880, -1.057, 1.415], [2.792, -1.817, 0.653], [2.208, -2.016, -0.738], [1.844, -0.796, -1.336], [2.893, 0.005, -1.825], [2.369, 1.432, -1.907], [1.832, 1.893, -0.683], [3.366, 1.187, 0.516], [3.494, 2.893, 0.033], [1.477, 3.417, 1.380], [2.789, 2.750, 2.381], [0.600, 0.231, 3.416], [2.022, 1.194, 3.861], [2.609, -1.183, 3.351], [3.441, -0.037, 2.288], [2.981, -2.794, 1.116], [3.755, -1.290, 0.599], [1.283, -2.593, -0.678], [2.916, -2.574, -1.363], [3.202, -0.330, -2.824], [3.773, -0.052, -1.175], [1.543, 1.471, -2.619], [3.165, 2.102, -2.257], [-6.800, -2.326, -5.547], [-5.276, -2.371, -5.666], [-4.862, -3.822, -5.952], [-4.864, -1.485, -6.850], [-4.582, -1.878, -4.399], [-3.192, -1.854, -4.338], [-2.573, -1.373, -3.210], [-0.674, -1.308, -3.149], [-3.245, -0.881, -2.069], [-2.550, -0.371, -1.090], [-4.660, -0.960, -2.112], [-5.265, -1.431, -3.278], [-5.596, -0.509, -0.981], [-6.355, 0.746, -1.440], [-6.608, -1.626, -0.668], [-4.903, -0.177, 0.341], [-7.250, -2.685, -6.474], [-7.158, -1.311, -5.374], [-7.156, -2.961, -4.735], [-5.344, -4.183, -6.863], [-5.152, -4.473, -5.127], [-3.784, -3.909, -6.085], [-5.345, -1.827, -7.770], [-3.786, -1.508, -7.007], [-5.155, -0.449, -6.674], [-2.588, -2.195, -5.168], [-6.344, -1.437, -3.307], [-6.937, 0.556, -2.342], [-5.656, 1.555, -1.654], [-7.039, 1.082, -0.657], [-7.237, -1.879, -1.519], [-7.264, -1.310, 0.144], [-6.088, -2.532, -0.353], [-4.249, 0.685, 0.261], [-4.304, -1.012, 0.703], [-5.670, 0.043, 1.088], [-1.246, 4.859, 1.539], [-1.638, 3.680, 0.999], [-1.067, 3.247, -0.004], [-2.743, 2.944, 1.703], [-2.235, 1.601, 2.239], [-0.556, 5.408, 1.056], [-1.746, 5.257, 2.312], [-3.507, 2.771, 0.933], [-3.201, 3.631, 2.435], [-3.106, 1.057, 2.620], [-1.603, 1.812, 3.113]],
  "lowdin_charge": [1.923, -0.178, -0.164, -0.233, -0.174, -0.188, -0.151, -0.187, -0.180, -0.250, -0.186, -0.168, -0.200, 0.107, 0.140, 0.124, 0.137, 0.132, 0.134, 0.136, 0.120, 0.136, 0.117, 0.128, 0.138, 0.139, 0.116, 0.131, 0.135, -0.069, -0.561, -0.051, -0.051, -0.184, -0.098, -0.561, 0.811, -0.414, -0.602, -0.084, 0.006, -0.529, -0.042, -0.053, -0.068, 0.083, 0.085, 0.086, 0.081, 0.089, 0.075, 0.081, 0.075, 0.089, 0.098, 0.087, 0.076, 0.089, 0.083, 0.069, 0.081, 0.091, 0.050, 0.090, 0.088, 0.175, -0.575, -0.154, -0.288, -0.367, 0.107, 0.099, 0.100, 0.093, -0.012, -0.011],
  "e_tot_ev": -111118.1897,
  "de_lowest_kj_mol": 0.00,
  "gap_ev": 6.1869,
  "e_homo_ev": -6.040
}

---

(2)
{
  "formula": "C5H14",
  "method": "the ωB97M-V functional and the def2-TZVPD basis",
  "symbols": ["C", "C", "C", "H", "H", "H", "H", "H", "H", "H", "H", "C", "C", "H", "H", "H", "H", "H", "H"],
  "xyz": [[-2.802, -0.009, -0.705], [-2.052, -1.385, -0.700], [-0.640, -1.254, -0.048], [-3.891, -0.097, -0.512], [-2.487, 0.845, -0.120], [-2.833, 0.369, -1.694], [-1.954, -1.679, -1.689], [-2.708, -2.136, -0.139], [-0.091, -2.210, 0.211], [-0.538, -0.682, 0.796], [0.053, -0.907, -0.904], [1.650, 1.047, 0.508], [3.206, 1.255, 0.804], [1.447, 1.436, -0.516], [1.673, 0.017, 0.432], [1.130, 1.685, 1.249], [3.515, 0.528, 1.631], [3.278, 2.291, 1.116], [4.044, 0.887, 0.277]],
  "nbo_charge": [-0.624, -0.394, -0.606, 0.207, 0.210, 0.202, 0.200, 0.195, 0.205, 0.206, 0.199, -0.614, -0.630, 0.200, 0.215, 0.220, 0.192, 0.200, 0.217],
  "e_tot_ev": -5410.1241,
  "smiles": "CCC.CC",
  "de_lowest_kj_mol": 185.78,
  "gap_ev": 12.0237,
  "e_homo_ev": -10.934
}

---

(3)
{
  "formula": "C4H7NO",
  "method": "the ωB97M-V functional and the def2-TZVPD basis",
  "symbols": ["O", "C", "N", "C", "C", "C", "H", "H", "H", "H", "H", "H", "H"],
  "xyz": [[1.610, -1.905, 0.092], [1.717, -0.822, -0.447], [1.800, 0.367, 0.211], [-0.707, 1.202, -0.096], [-1.491, 0.328, 0.838], [-1.475, 0.022, -0.612], [1.763, -0.700, -1.546], [1.693, 0.363, 1.216], [1.604, 1.237, -0.265], [-0.928, -0.325, 1.503], [-2.348, 0.804, 1.312], [-2.315, 0.284, -1.253], [-0.923, -0.854, -0.952]],
  "nbo_charge": [-0.601, 0.517, -0.812, 0.171, -0.614, -0.617, 0.114, 0.402, 0.424, 0.257, 0.249, 0.251, 0.260],
  "e_tot_ev": -7794.7323,
  "de_lowest_kj_mol": 473.94,
  "gap_ev": 8.8764,
  "e_homo_ev": -9.270
}